Entry 1:
Entry from OMol25: a structure of composition C32H60F6N9O15S2V2 at a distorted geometry (ωB97M-V/def2-TZVPD).

HOMO-LUMO gap (spin up / spin down)   3.61 / 4.63 eV
Multiplicity   5
Expectation value of S²   6.040
Net charge   +1
E_LUMO (spin up / spin down)   -0.2063 / -0.1688 Ha
Highest occupied orbital energy (spin up / spin down)   -0.339 / -0.339 hartree

Geometry (Å):
C  -4.59489  5.95373  -4.54469
H  6.07503  -4.08628  -3.39608
C  2.68347  -4.08042  -3.32554
H  -1.83190  3.93311  -1.34715
F  2.01188  1.17040  1.02550
C  5.85128  1.20144  -0.52764
C  -3.45892  5.35069  -3.70718
O  -4.53852  -1.61869  -1.46609
H  3.36563  -1.67626  -3.90505
H  2.45559  1.69178  3.75865
O  1.09735  -1.12192  -0.30017
H  -3.37884  -2.59515  3.28008
H  -4.41186  -1.98454  4.56737
H  4.81416  0.09825  2.27503
N  -1.00709  -2.88263  -2.18950
N  3.09931  -3.12122  -2.25454
C  -0.46350  2.80145  4.54259
N  5.23731  0.20443  1.36489
F  -1.43040  -5.00882  3.06394
H  -5.41002  -0.28853  3.24078
F  0.57895  2.48715  0.00591
H  -2.31336  0.44029  2.47241
N  -0.54392  1.45870  4.77103
O  -3.25384  0.02153  -1.57633
O  0.44213  -3.37389  0.96518
O  -1.78843  -2.47442  1.48540
O  4.24333  -4.09241  2.13686
O  3.33465  -2.57912  0.85170
O  -4.62484  -0.35284  -3.25087
C  0.75637  1.35704  0.66860
H  -1.85961  4.42390  5.03530
S  0.13960  -0.00771  -0.47418
H  -5.56094  5.60092  -4.18012
H  7.49659  -0.23272  -0.93454
C  4.51938  -3.36712  -1.91014
C  -1.61894  3.37398  5.01823
H  6.30943  -2.48557  -2.68022
H  3.32091  -3.96906  -4.20155
C  -0.86949  4.41705  -5.44278
O  0.16769  -3.24707  -1.83097
H  2.03005  -5.55068  -1.76392
H  -3.33990  2.43886  6.08623
F  -1.07877  -3.33640  4.43852
H  3.85183  -2.30904  4.22267
H  5.14109  -2.66684  -3.89518
C  6.22843  -0.57157  0.82564
H  -2.84346  4.68181  -6.13568
H  4.88763  -2.67885  -1.15095
H  4.60370  -4.33948  -1.42566
H  -2.95758  -1.13552  4.11437
H  -2.40439  2.14270  -3.69122
N  -3.05037  4.04550  -4.19171
H  -2.59755  6.02308  -3.69610
C  -2.59222  3.09187  -3.19341
H  -3.97563  2.59326  1.23477
C  3.09371  0.87599  4.06430
H  5.85927  1.99128  -1.26063
H  -4.63018  7.03955  -4.55204
H  -3.87939  5.23964  -2.71017
H  5.48397  -0.69634  5.41328
H  -3.45723  2.91326  -2.54461
H  -7.26620  -0.50123  1.18351
H  6.63659  -1.36597  1.42820
H  -6.74646  -0.36556  -0.53650
H  3.38808  -6.09042  -2.86138
H  -2.31013  2.60106  1.76066
H  3.28916  0.36269  -2.26465
C  2.48374  -5.49107  -2.75322
C  6.65613  0.05667  -0.32357
N  -4.16253  -0.62674  -2.17660
C  -3.29937  0.77731  2.15251
V  1.74770  -3.05616  -0.55132
O  -1.21606  -0.35596  -0.03710
N  -4.11207  -0.31043  1.57936
C  -1.74381  1.15184  5.38777
H  -0.96129  4.47374  -2.71018
H  1.84736  -1.58227  -2.99355
H  1.70290  -3.80143  -3.71576
C  5.05181  1.31983  0.59861
F  0.02817  1.35268  1.77812
H  -2.68259  1.73183  0.24518
H  -5.44668  -1.75965  2.36607
H  1.76119  -6.03541  -3.37000
C  -3.80019  -1.68833  3.71012
H  -3.71897  1.27241  3.03611
C  2.84729  -0.44757  3.65576
H  4.31473  2.00807  0.98068
C  -0.64149  -4.00754  3.40366
H  -5.67329  1.08726  1.54232
C  -4.75111  -1.01484  2.75243
N  4.67732  -0.41440  4.88523
O  -1.86484  -2.69198  -1.32787
H  0.11137  0.74697  4.49024
H  -0.52405  4.34076  -6.47071
C  3.74360  -1.24150  4.33177
C  -3.05677  2.00927  1.22867
C  -6.44849  -0.63040  0.47392
O  2.89727  -4.56835  0.45460
O  0.13188  -1.58048  2.51722
N  3.60041  -3.78590  1.19509
H  -2.43073  3.06594  -6.00974
H  4.80367  1.64201  5.36455
C  5.56400  -3.19658  -3.04036
S  -0.44378  -2.78774  1.97573
O  -1.19463  -2.61616  -3.35720
H  -1.92916  0.09368  5.43047
C  -5.28845  0.29740  0.88650
C  2.91796  -1.78168  -2.91701
H  0.34185  3.25438  3.98936
H  -0.23784  3.76225  -4.83917
H  -0.71656  2.77192  -2.17401
F  0.57431  -4.49650  3.64129
H  2.05750  -0.67269  2.96288
H  -0.71187  5.41481  -5.03250
C  -1.43053  3.58034  -2.29587
H  3.27198  -0.78236  -1.01010
C  -2.37470  2.35155  5.60991
H  -6.25317  -1.70200  0.44420
O  0.12169  0.52308  -1.80506
V  -3.03718  -1.57300  0.12629
C  4.25152  0.90145  4.81403
H  -4.59443  5.61825  -5.58359
C  -2.33506  3.99732  -5.44708
H  -4.98960  0.83359  -0.01271
C  3.54277  -0.67475  -2.06935
H  4.61634  -0.83482  -1.96947

Entry 2:
Entry from OMol25: a cluster of 8 separate species, C32H60N4O8S4 in total at a distorted geometry (ωB97M-V/def2-TZVPD).

HOMO-LUMO gap   10.00 eV
E_LUMO   0.0057 Ha
Highest occupied orbital energy   -0.362 hartree
SMILES   O=S1(=O)CCCC1.O=S1(=O)CCCC1.O=S1(=O)CCCC1.O=S1(=O)CCCC1.CCCC#N.CCCC#N.CCCC#N.CCCC#N

Geometry (Å):
C  11.94229  14.09129  6.57679
H  9.32408  12.98043  12.23437
C  9.73767  14.52242  7.81149
H  16.58190  10.92086  8.74968
H  10.03266  13.07232  6.22416
H  13.12667  13.57667  8.38135
H  19.28592  11.93709  11.20947
C  14.02506  9.50267  13.89482
H  17.57803  19.07454  7.79946
C  11.57185  8.55121  14.52998
S  10.99698  14.10681  9.04242
H  18.86888  12.26211  9.61305
N  8.84124  9.74740  12.22191
H  9.62034  11.30618  15.82536
H  14.57937  8.66941  14.31818
O  14.82773  12.86441  9.93823
H  16.44231  15.20446  8.56099
H  13.49806  14.50091  11.94926
H  15.78427  18.77403  11.51046
H  13.95012  8.58947  11.88827
H  14.77911  15.49809  12.50218
H  12.76007  9.83976  12.17188
C  15.99239  16.17177  8.77651
O  15.39892  11.43025  11.94196
H  15.62609  18.36872  5.93019
H  13.10261  16.17781  12.20335
C  17.79470  16.90349  12.42739
C  18.42441  11.89824  10.54203
O  15.43238  15.59118  6.21312
C  21.30883  13.74010  13.74968
C  21.19701  14.57242  11.30363
C  12.17371  13.32958  7.92040
C  15.73208  18.12940  6.94143
H  12.26829  15.12379  6.68413
C  21.52447  13.23802  10.79095
H  17.25465  13.87663  10.46152
H  12.37469  13.59695  5.73775
C  8.65850  11.31082  15.28685
H  18.21803  17.66888  14.25396
S  12.70424  9.83928  15.03065
H  8.51254  10.31689  14.83710
H  12.60013  7.02156  13.48072
C  13.39931  14.98330  14.06757
H  21.58808  15.73639  13.10741
H  11.97358  12.25182  7.82272
O  12.06702  11.13525  14.78765
H  9.54738  15.60150  7.93196
H  18.91330  18.57301  12.91971
N  16.53914  14.09466  15.44901
H  21.56996  12.62453  13.57467
H  17.66496  10.09865  11.52300
C  16.35979  19.53417  12.08475
C  8.67123  12.41708  14.19660
H  15.22442  18.85774  7.60736
C  9.45432  12.15496  12.96522
C  10.35274  14.09798  6.47738
H  10.57160  8.96080  14.50066
H  17.19693  19.87625  11.43832
N  17.60706  15.91163  11.90931
H  13.49025  15.83009  14.73070
C  16.87324  19.00946  13.37408
H  8.86073  13.87007  8.11255
C  18.02783  18.07040  13.29973
H  15.85820  9.80611  10.04373
H  9.98567  14.78774  5.70202
C  15.49355  13.99748  14.95633
H  13.96674  12.95595  13.91688
C  9.11682  10.82346  12.43130
H  22.89027  14.68016  12.73807
C  17.29914  12.90076  11.00957
H  20.09352  14.61074  11.28457
H  13.60978  13.44100  15.54072
H  16.04785  18.55990  14.02423
O  13.66042  16.62937  7.53474
N  21.86311  12.26458  10.28454
H  11.62207  7.84987  15.38826
H  12.32606  14.68183  14.07652
H  17.89726  17.53642  6.81426
H  7.81357  11.35654  16.01541
H  7.63326  12.59386  13.97705
C  13.68187  15.34275  12.59736
H  18.47184  9.77105  9.93374
H  16.59136  18.10142  9.58337
H  21.64707  13.94485  14.77109
C  13.27039  8.99186  12.67224
O  11.48632  15.38538  9.54813
H  17.26758  13.11072  12.04094
H  14.58918  10.38727  13.68350
H  21.72378  15.25794  10.65771
H  15.34537  16.11476  9.68282
S  15.76070  11.99215  10.67385
H  10.50570  12.03802  13.18102
C  17.86088  10.50294  10.43608
H  18.00165  17.06020  9.19007
C  12.15719  7.99284  13.18007
C  17.03102  17.36984  8.88696
C  21.78242  14.76711  12.75319
O  10.48641  13.04846  9.89412
C  14.08838  13.77700  14.60641
S  15.04825  16.51710  7.23405
C  17.16868  18.08371  7.46226
H  11.40393  7.74615  12.43222
C  16.50991  10.64499  9.80644
H  15.63770  20.32338  12.25295
O  13.12831  9.70326  16.40434
H  20.24608  13.74226  13.68540
H  8.96404  13.28642  14.76486
H  17.31406  19.79985  13.99623

Results for relative energy (zero: lowest compared OMol25 entry of this formula, charge and spin): 20.3; 1.7 (in kcal per mole, following the order of the records).